Density functional theory data (ωB97M-V/def2-TZVPD) for a 11-piece molecular cluster, C25H72N6O11 overall.

Results
SMILES: NC(N)=O.NC(N)=O.NC(N)=O.CC(C)O.CC(C)O.CC(C)O.CC(C)O.CC(C)O.CC(C)O.CCO.CCO
DFT total energy, eV: -58554.233
Gap between HOMO and LUMO, eV: 8.598
HOMO level, eV: -8.603
Max |F|, eV Å⁻¹: 7.4
Multiplicity: 1
Energy above the lowest of the compared OMol25 structures with the same formula, charge and spin, kJ/mol: 200.3

Atoms and positions in Å:
C  -13.2166  -21.3102  10.9047
O  -13.3886  -21.6912  12.0587
N  -13.5369  -22.0592  9.8439
N  -12.6957  -20.1420  10.6387
H  -13.2554  -21.8942  8.8881
H  -13.4382  -23.0306  10.1025
H  -12.3420  -19.8681  9.7331
H  -12.6138  -19.6238  11.5017
C  -18.9857  -20.3416  18.2245
O  -18.1712  -20.0254  17.3934
N  -19.3535  -19.6821  19.3089
N  -19.7531  -21.4037  18.3101
H  -19.9195  -20.2216  19.9483
H  -19.3726  -18.6736  19.2576
H  -19.4476  -22.1604  17.7150
H  -20.2133  -21.6261  19.1812
C  -17.6085  -18.3643  14.4245
O  -17.7042  -17.5199  13.5339
N  -18.0544  -19.5671  14.3136
N  -17.1254  -18.0794  15.5390
H  -18.5010  -19.6825  13.4151
H  -18.1071  -20.2226  15.0802
H  -16.7390  -17.1583  15.6884
H  -17.3822  -18.7261  16.2711
C  -14.9424  -19.0037  18.8996
C  -13.7095  -18.1721  18.4898
O  -14.0600  -17.4308  17.3060
H  -15.1290  -19.7169  18.0967
H  -15.9101  -18.5054  18.8419
H  -14.9040  -19.5020  19.8682
H  -12.7831  -18.7461  18.5113
H  -13.5157  -17.4588  19.2908
H  -14.1246  -18.0102  16.5433
C  -12.8162  -27.1465  11.7815
C  -13.4224  -26.0929  12.7089
O  -13.1464  -24.7557  12.1692
H  -13.1358  -27.1596  10.7394
H  -12.8170  -28.1520  12.2023
H  -11.7476  -27.0370  11.5965
H  -13.0291  -26.3386  13.6953
H  -14.5000  -26.2012  12.8320
H  -13.5316  -24.1138  12.7702
C  -14.3024  -23.6723  20.6823
C  -14.4675  -22.3143  21.3902
C  -15.7207  -22.1221  22.1996
O  -13.4286  -22.1262  22.3488
H  -13.3783  -23.5915  20.1099
H  -15.0210  -23.8748  19.8881
H  -14.1501  -24.5534  21.3056
H  -14.4352  -21.4639  20.7092
H  -16.5088  -22.0069  21.4554
H  -15.6229  -21.1967  22.7672
H  -15.9549  -22.9641  22.8510
H  -12.5835  -21.9725  21.9200
C  -13.6938  -22.0653  16.8957
C  -14.6696  -22.3641  15.7387
C  -15.5971  -21.2719  15.3943
O  -13.7754  -22.6760  14.7308
H  -14.2879  -21.7811  17.7642
H  -13.0893  -21.1658  16.7791
H  -13.1215  -22.9514  17.1703
H  -15.2988  -23.2278  15.9537
H  -16.3713  -21.7262  14.7759
H  -15.1561  -20.4694  14.8028
H  -16.1141  -20.7813  16.2190
H  -13.9124  -22.1111  13.9668
C  -10.3558  -26.2228  14.4338
C  -10.3569  -24.7001  14.7502
C  -9.9461  -24.1605  16.1389
O  -9.6801  -23.9180  13.7895
H  -9.3778  -26.6775  14.5915
H  -10.7739  -26.6384  13.5170
H  -10.9577  -26.6752  15.2219
H  -11.3583  -24.3110  14.5663
H  -9.9029  -23.0734  16.2060
H  -8.9063  -24.3612  16.3972
H  -10.5706  -24.5051  16.9631
H  -10.3896  -23.4494  13.3438
C  -19.2228  -22.8210  10.5295
C  -18.6834  -22.4866  11.9333
C  -17.1241  -22.6997  12.0780
O  -18.9022  -21.1727  12.2783
H  -20.3076  -22.7262  10.4806
H  -19.1098  -23.8906  10.3525
H  -18.9499  -22.1613  9.7058
H  -19.2932  -23.0776  12.6167
H  -16.4889  -22.0205  11.5094
H  -16.7770  -23.6843  11.7645
H  -16.6700  -22.6989  13.0688
H  -19.7180  -21.1250  12.7822
C  -14.1970  -25.6761  17.3302
C  -12.8295  -26.3638  17.2233
C  -12.1184  -26.6534  18.5346
O  -12.9962  -27.5792  16.5176
H  -14.2994  -24.8717  18.0586
H  -15.0026  -26.3448  17.6335
H  -14.4986  -25.2238  16.3854
H  -12.1549  -25.7664  16.6101
H  -11.1226  -27.0346  18.3082
H  -12.7150  -27.2684  19.2084
H  -11.8223  -25.7449  19.0591
H  -13.5979  -28.1367  17.0163
C  -9.2928  -19.7689  20.7614
C  -10.6560  -20.3890  20.3235
C  -10.6454  -21.0306  18.9161
O  -11.0933  -21.4796  21.1879
H  -9.3498  -19.2863  21.7370
H  -9.1087  -18.9632  20.0507
H  -8.4957  -20.5123  20.7746
H  -11.4629  -19.6778  20.5005
H  -9.7373  -21.6237  18.8071
H  -10.6498  -20.2624  18.1428
H  -11.4543  -21.7338  18.7181
H  -10.4407  -22.1539  20.9855